Entry 1:
Molecular formula: C21H49ClN7O11Pt
Method: DFT, ωB97M-V/def2-TZVPD

Each line ends with the Mulliken charge.
Geometry (Å):
Pt (7.12460, -2.69927, 1.17213)  0.99
Cl (2.47853, 1.46754, 0.51987)  1.62
O (3.82960, 1.09960, 0.77301)  -0.37
O (2.48031, 2.76791, -0.14341)  -0.46
O (1.86721, 0.44300, -0.30888)  -0.46
O (1.89428, 1.48010, 1.83173)  -0.34
C (-3.05707, 5.59858, 7.10426)  -1.16
C (-3.20400, 4.82137, 8.40489)  0.75
O (-4.20098, 4.95978, 9.07750)  -0.63
N (-2.21113, 4.07377, 8.87715)  -0.16
C (-1.04079, 3.63628, 8.19551)  -0.84
H (-2.19952, 6.27070, 7.07316)  0.31
H (-3.96040, 6.17508, 6.90491)  0.28
H (-2.99465, 4.83529, 6.32863)  0.34
H (-2.33009, 3.59123, 9.75642)  0.24
H (-0.15924, 3.93631, 8.76205)  0.29
H (-0.99473, 4.10161, 7.21090)  0.29
H (-1.02395, 2.57285, 7.95691)  0.28
C (2.69062, -3.55666, 6.14667)  -0.96
C (2.53367, -3.98325, 4.69373)  0.69
O (3.39754, -3.73892, 3.85080)  -0.71
N (1.44329, -4.58619, 4.30737)  -0.16
C (1.03124, -4.99772, 3.02497)  -0.87
H (2.86083, -2.48055, 6.17996)  0.27
H (3.43059, -4.23082, 6.57802)  0.27
H (1.79398, -3.78225, 6.72396)  0.33
H (0.74539, -4.58243, 5.03745)  0.24
H (1.43816, -4.34219, 2.25502)  0.29
H (-0.04996, -4.87268, 2.96606)  0.34
H (1.31863, -6.02594, 2.80528)  0.26
C (-7.62891, 1.09531, -0.29246)  -1.09
C (-7.30015, 2.37140, 0.43111)  0.64
O (-8.20649, 3.20504, 0.56680)  -0.65
N (-6.05894, 2.75042, 0.65105)  -0.16
C (-4.82040, 2.01984, 0.41432)  -0.84
H (-7.32034, 0.18173, 0.21573)  0.34
H (-7.36492, 0.98057, -1.34376)  0.31
H (-8.71511, 1.01164, -0.32806)  0.30
H (-5.95837, 3.74468, 0.79738)  0.27
H (-4.63615, 1.20363, 1.11286)  0.27
H (-3.93008, 2.64866, 0.41491)  0.30
H (-4.86260, 1.50626, -0.54618)  0.29
C (1.40829, 7.80575, 3.12389)  -1.07
C (2.42693, 7.79463, 4.26203)  0.70
O (2.77231, 8.81767, 4.78828)  -0.59
N (3.00762, 6.61872, 4.53078)  -0.18
C (4.01613, 6.31999, 5.52055)  -0.86
H (0.67451, 8.60849, 3.19647)  0.31
H (0.88628, 6.86505, 2.94872)  0.32
H (1.91191, 8.00409, 2.17778)  0.28
H (2.74438, 5.91939, 3.85125)  0.19
H (4.20149, 5.24657, 5.55950)  0.33
H (3.73219, 6.64065, 6.52287)  0.27
H (4.99960, 6.69358, 5.23542)  0.30
C (-2.64902, -4.10283, -4.20263)  -1.07
C (-2.94598, -5.58270, -3.96778)  0.73
O (-4.04085, -6.06691, -3.70159)  -0.64
N (-1.87500, -6.37363, -3.91937)  -0.21
C (-1.82019, -7.80238, -3.71506)  -0.86
H (-2.11606, -3.70909, -3.33716)  0.27
H (-3.61668, -3.60346, -4.25120)  0.31
H (-2.14288, -3.85665, -5.13607)  0.34
H (-1.04930, -6.06231, -4.41069)  0.24
H (-2.79705, -8.25739, -3.55134)  0.33
H (-1.09866, -8.00052, -2.92244)  0.25
H (-1.45682, -8.20755, -4.65946)  0.31
C (5.34130, -6.29688, -3.63787)  -1.00
C (5.11806, -4.81597, -3.78856)  0.74
O (5.11105, -4.10210, -2.78550)  -0.69
N (4.78889, -4.32263, -4.97305)  -0.20
C (4.41871, -2.96550, -5.32169)  -0.79
H (6.40028, -6.55190, -3.67820)  0.26
H (4.92679, -6.87962, -4.46048)  0.31
H (5.00166, -6.75370, -2.70832)  0.29
H (4.55808, -4.99062, -5.69458)  0.23
H (4.49690, -2.71952, -6.38070)  0.31
H (4.98730, -2.23004, -4.75256)  0.26
H (3.36560, -2.91230, -5.04560)  0.29
C (-0.67531, 1.97996, -7.40108)  -0.93
C (0.12746, 1.50188, -8.53671)  0.64
O (1.26301, 1.81196, -8.61485)  -0.61
N (-0.38254, 0.55150, -9.28701)  -0.21
C (0.31176, -0.16351, -10.39359)  -0.87
H (-0.46214, 3.03900, -7.25580)  0.29
H (-0.33163, 1.44603, -6.51514)  0.22
H (-1.74147, 1.79488, -7.53201)  0.33
H (-1.38855, 0.46183, -9.28809)  0.25
H (-0.43035, -0.55786, -11.08774)  0.32
H (0.79124, -1.07778, -10.04389)  0.27
H (1.10163, 0.37280, -10.91948)  0.30

Computed properties:
⟨S²⟩ = 2.038
HOMO level (alpha / beta) = -10.5 / -10.5 eV
2S+1 = 3
max |F| = 5.55 eV/A
total charge = +1

Entry 2:
Molecular formula: H80O40
Method: DFT, ωB97M-V/def2-TZVPD

Each line ends with the Mulliken charge.
Geometry (Å):
H (3.28538, 3.84701, -4.58559)  0.31
H (1.82437, 3.86766, -4.13391)  0.28
O (2.38962, 3.71486, -4.92709)  -0.60
H (0.00659, 2.37059, 2.55672)  0.15
H (-1.25407, 1.88790, 2.92691)  -0.24
O (-0.35248, 1.46228, 2.75043)  0.02
H (-3.36178, 1.83340, -1.67006)  0.43
H (-3.04218, 1.28411, -0.19523)  0.08
O (-3.74996, 1.40955, -0.87085)  -0.55
H (0.13948, 0.98873, -2.34041)  0.11
H (0.52440, -0.47524, -2.30424)  -0.06
O (0.72012, 0.28249, -2.62939)  -0.08
H (-2.96160, -3.12054, -0.94785)  0.25
H (-2.27636, -1.93272, -1.52967)  0.18
O (-2.67040, -2.78766, -1.79656)  -0.63
H (0.21125, -2.77344, -0.46413)  -0.69
O (-0.13019, -2.12080, -0.94331)  1.99
H (-6.12390, 2.41025, 1.39769)  0.31
O (-5.35057, 2.88287, 1.53805)  -0.69
H (-1.29767, -0.18443, -0.08765)  -0.36
H (-0.56859, 0.49124, 0.98208)  0.22
O (-0.56116, 0.20976, -0.04515)  0.05
H (-0.11386, -3.82327, 1.55169)  -0.02
H (0.01112, -4.41424, 0.05477)  0.19
O (0.37281, -3.85515, 0.72441)  -0.58
H (0.94110, 5.26817, 4.03084)  0.28
H (1.69537, 3.71667, 4.01776)  0.31
O (0.90541, 4.30854, 4.29869)  -0.59
H (-5.63423, -0.45907, -1.64984)  0.32
H (-5.40950, 0.83747, -0.79493)  0.36
O (-6.07025, 0.12832, -0.92484)  -0.70
H (4.39994, -4.41536, 0.20442)  0.30
O (4.05793, -3.67811, -0.21725)  -0.65
H (1.09306, 1.14198, -5.37753)  0.26
H (2.29262, 1.61251, -5.72540)  0.33
O (1.49545, 1.23177, -6.23106)  -0.61
H (-1.58000, 0.76829, 6.30597)  0.24
H (-1.84019, 2.14177, 5.71147)  0.31
O (-1.67091, 1.19086, 5.42827)  -0.52
H (1.51600, -5.82564, -0.94440)  0.25
H (2.90428, -4.75188, -1.06666)  0.29
O (1.98840, -4.98335, -1.01054)  -0.54
H (3.33153, -1.54960, -4.73552)  0.28
H (3.39936, -0.13569, -4.11336)  0.21
O (2.74770, -0.83312, -4.42068)  -0.48
H (-2.67824, 4.11688, 2.34886)  0.41
H (-1.70938, 5.30011, 2.73254)  0.30
O (-2.55763, 4.99738, 2.74717)  -0.78
H (3.64713, 0.57796, 0.48760)  0.04
H (4.61868, 1.73578, 0.75823)  0.23
O (4.37314, 1.17693, 0.15204)  -0.55
H (0.17524, -4.04206, 4.82649)  0.29
O (0.14747, -4.52668, 4.02027)  -0.50
H (3.10945, -1.58058, -0.92746)  0.33
H (2.36023, -0.08325, -0.73272)  0.03
O (2.90859, -0.72829, -0.29515)  0.25
H (2.11558, -3.13252, -1.40918)  0.40
O (2.76094, -2.63794, -1.96340)  -0.76
H (-0.67073, -5.93580, -3.02739)  0.26
H (0.05236, -4.57258, -2.50807)  0.38
O (-0.44520, -5.29258, -2.22818)  -0.65
H (0.58850, -1.66284, 3.70603)  0.16
H (0.10392, -0.41160, 2.95886)  0.14
O (0.54420, -0.74300, 3.78070)  -0.58
H (-2.76872, 1.30425, 2.82184)  0.21
H (-4.25363, 1.79545, 2.25721)  0.32
O (-3.34764, 2.00166, 2.37052)  -0.65
H (4.07910, 0.21830, -2.27319)  0.30
H (5.01449, 1.09242, -1.57699)  0.37
O (4.65286, 0.92508, -2.51058)  -0.76
H (-2.68006, -0.94855, 1.34321)  -0.02
H (-3.57674, -2.10460, 0.59293)  0.21
O (-2.65081, -1.58882, 0.60612)  -0.23
H (-4.16564, 2.89310, -3.14760)  0.30
H (-2.73843, 3.50449, -2.53278)  0.33
O (-3.24584, 2.70719, -2.90778)  -0.67
H (-6.01947, -2.77343, -0.44282)  0.32
H (-5.38573, -3.88303, -1.29079)  0.27
O (-5.49584, -3.63866, -0.49625)  -0.60
H (0.45017, -3.49383, -4.58105)  0.19
H (-0.01492, -2.83024, -3.14978)  0.24
O (0.67547, -3.24548, -3.77661)  -0.68
H (-3.07907, 5.27388, 0.90663)  0.36
H (-4.55636, 5.00179, 0.31639)  0.29
O (-3.56167, 5.05811, 0.09480)  -0.60
H (4.03697, -2.15434, 3.97930)  0.32
H (3.25386, -3.30693, 4.05846)  0.28
O (4.14295, -3.06450, 4.09916)  -0.59
H (0.11333, -1.27842, -6.54352)  0.29
O (-0.01302, -1.29431, -5.48653)  -0.68
H (0.78670, 4.50066, 0.20938)  0.28
H (1.31065, 5.64462, 1.13933)  0.27
O (0.53839, 5.25662, 0.68432)  -0.56
H (0.47826, -5.40277, 4.26273)  0.26
H (0.08097, -1.13699, -0.61551)  0.17
H (2.07459, -2.19361, -2.70700)  0.30
H (-4.87831, 2.73944, 0.64741)  0.35
H (3.88034, -3.12908, 0.52181)  0.25
H (0.65692, -0.90689, -4.92376)  0.28
O (2.70172, -2.48957, 1.71328)  -0.53
H (2.57833, -1.97420, 0.88649)  0.29
H (1.94597, -2.97545, 1.92680)  0.21
O (0.50905, 3.99996, -2.40413)  -0.61
H (0.24274, 3.13598, -1.95090)  0.17
H (-0.24803, 4.58787, -1.96638)  0.34
O (2.33943, 1.43350, 2.71848)  -0.56
H (1.53681, 1.04418, 3.22028)  0.23
H (2.75065, 0.50365, 2.71649)  0.26
O (2.00505, 1.99385, -1.39502)  -0.38
H (1.91121, 1.13382, -0.96517)  -0.23
H (2.90004, 1.92081, -1.82555)  0.34
O (-1.57666, 2.35126, 0.47766)  1.31
H (-0.93513, 2.88712, 0.04104)  -0.47
H (-2.30641, 2.60064, 0.84680)  -0.21
O (-1.84957, -2.60759, 3.01751)  -0.35
H (-2.28278, -2.56171, 3.83437)  0.21
H (-1.54662, -3.46253, 2.90845)  0.18
O (2.72285, 1.41470, 5.50723)  -0.61
H (1.80363, 1.37946, 5.84732)  0.33
H (2.52776, 2.26314, 4.93052)  0.25

Computed properties:
HOMO level = -9.8 eV
relative energy (zero: lowest compared OMol25 entry of this formula, charge and spin) = 15.982 eV
max |F| = 11.53 eV/A

Entry 3:
Molecular formula: C37H41F4N3O2PS
Method: DFT, ωB97M-V/def2-TZVPD

Each line ends with the Mulliken charge.
Geometry (Å):
C (-1.44067, -3.90897, 1.94946)  -0.88
C (-0.99962, -2.78544, 0.79133)  -0.61
C (-1.06438, -1.23542, 1.34894)  0.00
S (-2.82584, -1.04083, 2.06525)  -0.08
C (-1.01312, -0.25688, 0.02685)  -0.86
O (-0.19389, 0.95464, 0.18971)  -0.30
C (-0.52465, 1.53316, 1.50136)  -0.53
C (0.07460, 0.59796, 2.71363)  0.25
C (1.62838, 1.08489, 3.06143)  -0.38
C (1.62550, 2.65024, 3.65073)  -0.02
O (2.17121, 3.00276, 4.82406)  -0.47
P (-0.94003, 1.03839, 4.31820)  0.30
N (-1.60653, 2.50700, 4.18412)  -0.67
N (-0.00520, -0.91048, 2.39987)  0.60
C (1.34329, -1.54442, 2.14412)  0.24
C (2.24222, -1.32735, 0.74918)  -0.11
C (3.65439, -2.13591, 0.69542)  -0.31
N (4.28932, -3.08137, 1.65654)  -0.29
C (3.54202, -3.32316, 2.92334)  -0.40
C (2.11601, -2.58703, 3.18280)  -0.70
H (-2.62160, -4.04098, 1.83630)  0.29
H (-0.98878, -4.97599, 1.72799)  0.29
H (-1.26612, -3.52932, 3.04255)  0.19
H (-0.00768, -3.06482, 0.23763)  0.38
H (-1.86128, -2.86401, -0.03134)  0.44
H (-2.85635, -1.79123, 3.28068)  0.21
H (-2.12679, -0.04327, -0.29045)  0.44
H (-0.55002, -0.91742, -0.84895)  0.29
H (-0.15354, 2.64304, 1.50344)  0.26
H (-1.71386, 1.59056, 1.59062)  0.25
H (2.30866, 1.12237, 2.10404)  0.27
H (2.10576, 0.44225, 3.94703)  0.33
H (1.13076, 3.54040, 3.02780)  0.21
H (0.01487, 1.05095, 5.42692)  0.13
H (-1.89926, 0.00072, 4.59572)  0.08
H (-2.64005, 2.38003, 4.29913)  0.24
H (-0.36826, -1.34337, 3.30217)  0.81
H (1.86529, -0.62518, -0.12260)  0.19
H (4.29286, -1.93104, -0.29498)  0.31
H (3.95749, -4.06844, 3.74896)  0.31
H (1.55241, -2.84812, 4.19681)  0.24
F (3.34105, 0.57288, -1.44101)  -0.24
C (2.94131, 1.39844, -2.41737)  0.33
C (1.80018, 1.09004, -3.14972)  -0.12
C (1.38070, 1.95196, -4.16299)  -0.52
C (2.11408, 3.10831, -4.44008)  -0.43
C (3.26096, 3.40654, -3.70275)  -0.56
C (3.67377, 2.55024, -2.68228)  -0.47
H (1.24799, 0.18316, -2.92583)  0.39
H (0.48550, 1.72384, -4.73616)  0.40
H (1.78905, 3.77801, -5.23345)  0.41
H (3.83244, 4.30500, -3.92296)  0.39
H (4.55777, 2.77131, -2.09338)  0.42
F (-5.44717, 1.30968, 4.78890)  -0.33
C (-5.92810, 1.77771, 3.62948)  0.10
C (-6.67779, 2.94885, 3.62265)  -0.38
C (-7.17440, 3.43931, 2.41501)  -0.44
C (-6.92466, 2.74643, 1.22785)  -0.44
C (-6.17537, 1.56907, 1.24574)  -0.51
C (-5.66955, 1.08501, 2.45192)  0.16
H (-6.86863, 3.46896, 4.55567)  0.42
H (-7.75505, 4.35827, 2.39795)  0.37
H (-7.31597, 3.12693, 0.28675)  0.38
H (-5.98577, 1.02932, 0.32106)  0.37
H (-5.07766, 0.17626, 2.48284)  0.35
F (6.68476, -7.83851, -2.78834)  -0.30
C (5.95453, -7.22659, -1.84657)  0.19
C (4.83165, -7.86372, -1.32999)  -0.34
C (4.07397, -7.22914, -0.34571)  -0.50
C (4.44187, -5.95849, 0.10359)  -0.17
C (5.56774, -5.32509, -0.42475)  -0.19
C (6.33147, -5.96462, -1.40085)  -0.48
H (4.55647, -8.84705, -1.69714)  0.41
H (3.19876, -7.72209, 0.07019)  0.36
H (3.84806, -5.46202, 0.86811)  0.23
H (5.84977, -4.33441, -0.07645)  0.38
H (7.21470, -5.49059, -1.81596)  0.41
F (0.30185, 5.51303, -6.25881)  -0.34
C (-0.93222, 5.06937, -5.98521)  0.28
C (-1.76975, 4.68977, -7.02833)  -0.47
C (-3.05294, 4.22292, -6.74361)  -0.36
C (-3.48851, 4.15115, -5.41813)  -0.44
C (-2.64219, 4.53926, -4.37840)  -0.43
C (-1.35531, 4.99544, -4.66277)  -0.21
H (-1.41713, 4.76027, -8.05211)  0.42
H (-3.71268, 3.91635, -7.55151)  0.37
H (-4.49101, 3.79117, -5.19680)  0.37
H (-2.98486, 4.48641, -3.34782)  0.39
H (-0.68122, 5.29271, -3.86630)  0.44

Computed properties:
HOMO level = -10.9 eV
max |F| = 8.51 eV/A
total charge = +1